# 1
DFT (ωB97M-V/def2-TZVPD) results for the molecule C4H3NO2.

Values from the calculation:
Lowest unoccupied orbital energy (eV): -1.470

ORCA input file:
```
! wB97M-V def2-TZVPD RIJCOSX def2/J DEFGRID3
* xyz 0 1
O -2.470 0.909 -1.136
C -1.689 -0.007 -1.098
C -0.375 0.037 -0.406
N 0.257 -1.132 -0.339
O 1.317 -1.043 0.394
C 1.318 0.335 0.927
C 0.248 1.104 0.314
H -1.917 -0.997 -1.538
H 2.357 0.645 0.938
H 0.953 0.149 1.945
*
```

=====

# 2
DFT (ωB97M-V/def2-TZVPD) results for the molecule C4H3NO2.

Values from the calculation:
SMILES: O=C1C=CC(=O)N1
Lowest unoccupied orbital energy (eV): -0.874

ORCA input file:
```
! wB97M-V def2-TZVPD RIJCOSX def2/J DEFGRID3
* xyz 0 1
C -1.063 0.248 0.329
C 1.039 -0.083 -0.568
C 1.042 -0.512 0.887
C -0.246 -0.311 1.377
H -0.682 0.439 -1.818
H 1.957 -0.751 1.349
H -0.884 -0.513 2.376
N -0.294 0.435 -0.758
O -2.243 0.303 0.276
O 1.872 -0.087 -1.370
*
```

=====

# 3
DFT (ωB97M-V/def2-TZVPD) results for the molecule C4H3NO2.

Values from the calculation:
SMILES: O=Cc1ccon1
Lowest unoccupied orbital energy (eV): -0.242

ORCA input file:
```
! wB97M-V def2-TZVPD RIJCOSX def2/J DEFGRID3
* xyz 0 1
O 2.217 0.894 -0.153
C 1.135 1.276 -0.534
C -0.025 0.325 -0.598
N -1.295 0.643 -0.705
O -1.959 -0.319 0.123
C -1.035 -1.156 0.629
C 0.180 -0.851 0.149
H 0.901 2.344 -0.630
H -1.275 -1.905 1.375
H 1.155 -1.250 0.342
*
```

=====

# 4
DFT (ωB97M-V/def2-TZVPD) results for a structure of composition C4H3NO2.

Values from the calculation:
Lowest unoccupied orbital energy (spin up / spin down) (eV): -0.102 / -0.102

ORCA input file:
```
! wB97M-V def2-TZVPD RIJCOSX def2/J DEFGRID3
* xyz 0 1
O 1.718 0.733 -1.186
C 1.739 -0.043 -0.261
C 0.628 -0.129 0.880
N 0.083 -0.997 0.035
C -1.114 -0.460 -0.314
C -1.376 0.575 0.524
O -0.297 0.770 1.329
H 2.293 -0.987 -0.270
H -1.440 -0.697 -1.325
H -2.235 1.236 0.588
*
```

=====

# 5
DFT (ωB97M-V/def2-TZVPD) results for the molecule C4H3NO2.

Values from the calculation:
SMILES: C#C[C@@H]1OC=NO1
Lowest unoccupied orbital energy (eV): 0.744

ORCA input file:
```
! wB97M-V def2-TZVPD RIJCOSX def2/J DEFGRID3
* xyz 0 1
C 1.765 -0.208 -1.424
C 0.933 0.016 -0.592
C 0.065 0.826 0.352
C -1.293 -0.689 0.753
H 2.513 -0.726 -2.133
H 0.741 1.670 0.784
H -1.328 -1.823 1.275
N -1.888 -0.153 -0.196
O -0.356 -0.027 1.515
O -1.152 1.114 -0.334
*
```

=====

# 6
DFT (ωB97M-V/def2-TZVPD) results for the molecule C4H3NO2.

Values from the calculation:
SMILES: O=Cc1ncco1
Lowest unoccupied orbital energy (eV): 0.177

ORCA input file:
```
! wB97M-V def2-TZVPD RIJCOSX def2/J DEFGRID3
* xyz 0 1
O -2.208 1.720 -0.133
C -1.214 1.287 -0.631
C -0.823 -0.178 -0.660
N -0.012 -1.048 -1.043
C 0.955 -1.268 -0.067
C 0.783 -0.409 0.971
O -0.271 0.346 0.866
H -0.347 1.868 -0.982
H 1.735 -2.001 -0.170
H 1.403 -0.316 1.850
*
```

=====

Number 1: electronic energy -9776.2177 eV. Number 2: electronic energy -9780.6658 eV. Number 3: electronic energy -9778.9160 eV. Number 4: electronic energy -9777.9781 eV. Number 5: electronic energy -9775.8695 eV. Number 6: electronic energy -9778.2320 eV.